Entry 1:
This record from the OMol25 dataset describes 2 unconnected molecules or ions with the total composition C5H6O2. The level of theory is wB97M-V/def2-TZVPD.

Results
Energy relative to the best compared isomer or geometry (same formula, charge and spin), kJ/mol: 397.6
SMILES string: C#C[C@H]1CO1.C=O

Last column: Löwdin charge in e.
Atoms and positions in Å:
O  -2.651  0.024  0.699  -0.02
O  -0.053  -0.538  -0.649  -0.08
C  -2.407  -0.746  -0.203  -0.17
C  0.137  0.846  -0.843  -0.11
C  3.071  -0.148  1.015  0.13
C  1.906  -0.013  0.746  -0.06
C  0.512  0.218  0.429  -0.29
H  -0.758  1.470  -0.849  0.12
H  0.902  1.072  -1.579  0.12
H  -2.155  -1.808  -0.026  0.10
H  -2.434  -0.438  -1.267  0.09
H  -0.172  0.336  1.271  0.14
H  4.103  -0.275  1.257  0.03

Forces on the atoms, in the same order (eV/Å):
0.1 -0.4 -0.5
0.1 -0.4 0.1
-0.1 0.2 0.3
0.0 0.5 -0.1
-0.4 0.0 -0.1
0.5 -0.1 0.1
0.1 0.0 0.1
0.1 -0.2 -0.1
0.0 0.1 0.2
-0.1 0.2 0.0
-0.1 0.0 0.2
0.2 0.0 -0.2
-0.2 0.0 0.0

---

Entry 2:
This record from the OMol25 dataset describes a molecular structure, C5H6O2 in a non-equilibrium geometry. The level of theory is wB97M-V/def2-TZVPD.

Results
Energy relative to the best compared isomer or geometry (same formula, charge and spin), kJ/mol: 427.4

Last column: Löwdin charge in e.
Atoms and positions in Å:
O  -0.538  2.003  0.828  0.12
O  -2.370  -0.214  0.091  -0.06
C  1.267  -0.612  -0.571  -0.14
C  -0.065  -0.233  -0.669  -0.20
C  2.328  -0.086  -0.141  0.02
C  0.279  1.420  0.241  -0.08
C  -1.149  -0.910  0.166  -0.26
H  -0.426  0.052  -1.661  0.14
H  3.389  -0.207  -0.005  0.06
H  -1.344  -1.911  -0.230  0.13
H  -0.797  -1.026  1.203  0.13
H  -2.251  0.639  0.530  0.07
H  1.678  1.085  0.217  0.08

Forces on the atoms, in the same order (eV/Å):
0.8 -0.5 -0.5
-0.1 0.2 0.1
0.0 0.3 0.2
0.1 -0.2 -0.1
-0.1 -0.2 -0.1
-0.8 0.6 0.6
0.3 -0.2 0.0
0.1 0.0 0.1
-0.2 0.0 0.0
0.0 0.1 0.1
-0.1 0.0 -0.1
-0.1 -0.1 -0.1
0.0 0.0 0.0

---

Entry 3:
This record from the OMol25 dataset describes a molecular structure, C5H6O2 in a non-equilibrium geometry. The level of theory is wB97M-V/def2-TZVPD.

Results
Energy relative to the best compared isomer or geometry (same formula, charge and spin), kJ/mol: 610.5

Last column: Löwdin charge in e.
Atoms and positions in Å:
O  0.681  0.451  -1.009  -0.07
O  2.192  -1.147  0.840  -0.12
C  0.073  -0.559  0.755  0.13
C  -1.275  1.070  0.115  0.01
C  -0.207  -0.673  -0.737  -0.28
C  0.219  0.886  0.304  -0.30
C  -1.576  -0.017  -0.613  0.01
H  1.243  -1.015  1.365  0.02
H  -1.913  1.877  0.461  0.12
H  2.356  -0.598  0.044  0.05
H  -2.531  -0.333  -1.019  0.12
H  -0.073  -1.574  -1.334  0.15
H  0.812  1.632  0.828  0.15

Forces on the atoms, in the same order (eV/Å):
0.1 0.0 -0.2
-0.2 0.0 0.4
-1.1 0.4 -0.2
-0.1 0.0 -0.1
-0.1 -0.3 -0.2
0.1 0.5 0.1
-0.1 0.1 0.0
1.6 -0.4 -0.8
0.2 -0.3 0.1
-0.6 -0.2 0.8
0.2 -0.1 0.2
0.1 0.2 0.1
0.0 -0.1 -0.2

---

Entry 4:
This record from the OMol25 dataset describes a molecular structure, C5H6O2. The level of theory is wB97M-V/def2-TZVPD.

Results
Energy relative to the best compared isomer or geometry (same formula, charge and spin), kJ/mol: 529.2

Last column: Löwdin charge in e.
Atoms and positions in Å:
O  0.208  -1.246  0.445  0.05
O  2.393  -1.293  -0.233  0.13
C  -0.129  1.284  0.260  0.07
C  -0.760  -0.092  0.616  -0.33
C  -1.958  -0.416  -0.242  -0.04
C  0.940  0.677  0.011  0.00
C  1.377  -0.721  0.025  -0.51
H  -1.674  -0.420  -1.298  0.10
H  -2.339  -1.405  0.027  0.09
H  2.735  1.752  -0.293  0.11
H  2.566  1.586  -1.002  0.11
H  -0.983  -0.086  1.684  0.15
H  -2.735  0.337  -0.087  0.09

Forces on the atoms, in the same order (eV/Å):
0.1 -0.1 0.0
-0.5 0.3 0.1
0.5 -0.2 -0.1
-0.4 -0.2 0.1
0.0 0.0 0.0
-0.3 0.3 0.0
0.4 -0.2 -0.1
0.0 0.0 0.1
0.0 0.1 0.0
0.1 0.0 0.0
0.0 0.0 -0.1
0.0 0.0 -0.1
0.1 -0.1 0.0

---

Entry 5:
This record from the OMol25 dataset describes C5H6O2 in the gas phase. The level of theory is wB97M-V/def2-TZVPD.

Results
Energy relative to the best compared isomer or geometry (same formula, charge and spin), kJ/mol: 437.7

Last column: Löwdin charge in e.
Atoms and positions in Å:
O  1.286  -1.033  -0.649  0.06
O  1.592  1.061  0.047  0.04
C  -0.815  1.927  -0.097  0.10
C  -0.192  -0.386  0.506  -0.08
C  -1.488  -1.030  0.172  -0.05
C  0.060  0.969  0.183  -0.37
C  1.986  -0.014  -0.554  -0.29
H  2.989  0.032  -0.989  0.16
H  -1.311  -2.047  -0.189  0.09
H  0.375  -0.852  1.310  0.14
H  -2.032  -0.434  -0.560  0.08
H  -0.363  2.913  -0.268  0.01
H  -2.085  -1.106  1.089  0.10

Forces on the atoms, in the same order (eV/Å):
0.1 0.4 0.0
0.1 0.0 -0.1
0.4 -0.1 0.1
-0.1 0.0 0.1
0.0 0.0 -0.1
-0.3 0.0 -0.1
-0.1 -0.2 0.0
-0.1 0.0 0.0
0.0 0.1 0.1
0.0 0.1 -0.1
0.1 -0.1 0.1
0.0 -0.1 0.0
0.1 0.0 -0.1

---

Entry 6:
This record from the OMol25 dataset describes C5H6O2 in the gas phase. The level of theory is wB97M-V/def2-TZVPD.

Results
Energy relative to the best compared isomer or geometry (same formula, charge and spin), kJ/mol: 178.2
SMILES string: C#C[C@@H](C)OC=O

Last column: Löwdin charge in e.
Atoms and positions in Å:
O  -1.198  1.885  1.471  0.08
O  0.537  1.078  0.248  -0.01
C  -0.074  -0.230  0.176  -0.37
C  -0.709  -0.397  -1.138  -0.07
C  -1.229  -0.564  -2.210  0.14
C  -0.139  2.022  0.919  -0.33
C  1.027  -1.251  0.417  -0.03
H  1.818  -1.132  -0.328  0.09
H  -1.697  -0.705  -3.160  0.03
H  0.438  2.957  0.897  0.15
H  0.618  -2.263  0.338  0.09
H  -0.843  -0.285  0.952  0.14
H  1.451  -1.113  1.416  0.09

Forces on the atoms, in the same order (eV/Å):
0.4 0.0 -0.3
0.0 0.1 0.0
0.0 -0.2 0.0
-0.3 -0.1 -0.5
0.2 0.1 0.4
-0.3 0.0 0.2
0.0 0.0 0.0
-0.1 0.0 0.1
0.1 0.0 0.2
-0.1 -0.1 0.0
0.1 0.1 0.0
0.1 0.0 -0.1
-0.1 0.0 -0.1

---

Entry 7:
This record from the OMol25 dataset describes C5H6O2 in the gas phase. The level of theory is wB97M-V/def2-TZVPD.

Results
Energy relative to the best compared isomer or geometry (same formula, charge and spin), kJ/mol: 223.8
SMILES string: C#C[C@@H](C)OC=O

Last column: Löwdin charge in e.
Atoms and positions in Å:
O  0.288  1.000  0.759  -0.04
O  -0.608  3.033  0.437  0.12
C  -0.368  -0.156  0.218  -0.39
C  0.110  2.156  0.057  -0.33
C  0.629  -0.813  -2.179  0.14
C  0.166  -0.517  -1.107  -0.08
C  -0.171  -1.273  1.232  -0.03
H  0.897  -1.474  1.349  0.09
H  1.041  -1.098  -3.121  0.03
H  -0.588  -0.962  2.193  0.09
H  0.715  2.205  -0.865  0.15
H  -1.436  0.084  0.125  0.16
H  -0.674  -2.186  0.901  0.09

Forces on the atoms, in the same order (eV/Å):
0.0 0.1 0.1
0.4 -0.3 -0.2
-0.1 -0.2 0.0
-0.3 0.4 0.0
-0.2 0.1 0.5
0.3 -0.1 -0.5
0.0 0.0 0.0
-0.2 0.0 0.0
-0.1 0.1 0.1
0.1 0.0 -0.1
-0.1 0.0 0.1
0.1 -0.1 0.0
0.1 0.2 0.0

---

Entry 8:
This record from the OMol25 dataset describes C5H6O2 in the gas phase in a non-equilibrium geometry. The level of theory is wB97M-V/def2-TZVPD.

Results
Energy relative to the best compared isomer or geometry (same formula, charge and spin), kJ/mol: 304.7
SMILES string: O=CCC#CCO

Last column: Löwdin charge in e.
Atoms and positions in Å:
O  1.354  -0.670  1.153  0.03
O  -0.799  -1.873  -0.053  -0.07
C  -1.072  0.363  -0.453  0.02
C  1.556  0.088  0.224  -0.27
C  1.146  1.547  0.245  -0.11
C  -1.784  -0.922  -0.404  -0.25
C  -0.172  1.151  -0.272  -0.04
H  -2.627  -0.878  0.308  0.12
H  1.081  1.947  1.261  0.13
H  -2.224  -1.177  -1.381  0.12
H  -0.091  -1.499  0.546  0.06
H  1.740  2.192  -0.409  0.12
H  1.894  -0.270  -0.767  0.15

Forces on the atoms, in the same order (eV/Å):
0.6 0.5 -0.3
0.1 -0.3 0.4
0.3 0.7 0.0
0.4 -0.3 0.5
-0.1 0.0 0.0
0.1 0.2 0.0
-0.9 0.1 -0.1
0.4 0.0 -0.1
0.0 -0.1 -0.2
0.3 -0.1 0.3
-1.2 -0.4 -0.7
-0.2 -0.2 0.1
0.1 -0.1 0.2